(1)
Molecular formula: C23H38BBrF6NO19
Method: DFT, ωB97M-V/def2-TZVPD

```
89
Properties=species:S:1:pos:R:3:forces:R:3
O 2.7296 0.5752 -9.3228 -0.14 -0.08 0.15
F -5.3236 1.2532 -3.5096 0.18 0.19 0.09
O 0.6459 4.3985 1.5066 -0.02 0.00 0.02
O -6.0451 -6.3887 5.8120 0.00 -0.09 0.03
O -2.7608 -0.1803 -5.1717 2.08 -1.63 -0.30
O 0.4156 2.5609 2.8073 0.27 0.49 -0.26
C 1.4938 3.8756 4.8376 0.10 -0.10 0.44
H -0.5693 -0.0562 2.4349 0.12 -0.06 0.08
C -5.4998 -7.6003 5.9633 -0.11 -0.03 0.07
H 1.9516 4.6069 5.4987 0.00 0.14 -0.24
C -1.0357 -1.8397 4.3100 -0.14 0.07 0.06
C -5.9107 -9.6952 6.8753 0.02 -0.34 0.11
O 4.9368 1.8729 5.8431 0.01 0.08 -0.02
H 0.0233 4.3033 -0.4337 0.14 0.23 0.23
F -1.4853 3.4005 -2.0190 0.38 -0.74 -0.93
O -1.0016 0.0514 -2.7845 -0.13 -3.33 0.46
H -1.2737 -4.4601 4.2816 0.13 0.07 0.03
H 0.0621 -2.1923 -9.2385 -0.06 0.13 -0.05
H -0.9540 3.3521 0.6924 0.07 -0.06 0.05
H 0.5342 3.5801 5.2613 0.03 -0.10 -0.12
O 6.5070 3.3596 5.8302 -0.12 -0.10 -0.03
H 2.9962 0.1226 -4.4209 -0.68 -1.98 -1.36
H -2.2165 -4.4592 5.7758 -0.08 0.23 -0.01
H -4.7766 0.3551 -6.4028 0.19 0.51 -0.43
H -0.5304 -3.9331 5.8237 0.04 0.02 -0.15
C 2.0109 -0.1222 -3.9841 -0.24 0.29 0.38
H -5.7437 -10.2183 5.9341 0.13 0.08 0.03
H -1.3062 1.2352 3.3873 -0.20 -0.18 0.18
H 7.7254 4.0005 4.2706 0.03 -0.15 0.02
H -0.7927 -0.7683 -8.5665 0.05 -0.04 -0.17
O -6.3637 -8.3617 6.6377 0.04 0.13 -0.07
O 1.2805 -0.7356 -8.3883 0.03 0.09 0.16
H -4.2889 -5.2943 5.6343 0.01 -0.13 -0.08
H 5.0571 -0.1914 5.6221 0.05 0.05 -0.14
C -5.2235 -5.4648 5.1022 0.07 0.28 -0.18
O -1.8968 -2.6051 4.9871 0.03 0.08 -0.05
C 1.5591 -0.0416 -9.5030 0.17 0.05 -0.09
H 0.6739 2.7922 0.2015 -0.13 -0.05 0.17
O 0.8726 0.0127 -10.4865 0.01 -0.02 0.17
O 0.0473 -2.1815 3.9052 -0.12 0.02 0.02
F -3.8503 -0.0217 -2.6220 0.80 -0.08 -0.03
H 3.4419 0.4828 5.8719 0.08 0.22 0.12
C -3.9963 0.9809 -3.4806 -1.46 0.73 -1.24
B 1.4418 2.2220 -3.0716 2.43 0.60 1.17
H 2.0379 -0.8275 -3.1268 0.05 1.99 0.96
C -3.6312 0.5699 -4.9617 -1.42 1.30 0.67
C -1.4395 -3.9374 5.2233 0.07 -0.33 0.08
C 6.1194 2.1939 5.3071 0.02 0.08 0.09
C -0.9062 1.1796 -2.9711 -0.67 2.88 0.52
H 3.2982 0.7305 -11.3195 -0.15 0.03 0.02
C -0.7629 0.3002 3.4470 -0.09 0.01 0.01
H 3.1706 3.5348 -2.9227 -0.31 -0.24 -0.38
F -2.2003 1.6115 -1.0778 -0.01 -0.52 -0.15
O 1.3133 4.4952 3.5606 -0.09 -0.08 -0.18
H 3.2287 2.5604 -4.4067 -0.48 0.35 0.12
H -6.6938 -10.2102 7.4268 -0.09 0.22 -0.03
H 0.1699 0.4736 3.9766 -0.01 -0.12 -0.08
H -5.0298 -5.8199 4.0900 0.12 -0.07 0.09
H 2.1597 3.0167 4.7572 -0.12 -0.03 -0.04
O 1.5042 1.9721 -1.7082 -0.53 -0.68 -1.62
H -0.0723 -1.9735 -7.4893 0.23 0.07 0.02
H 0.3240 -0.0933 -5.3740 0.44 1.78 -0.66
C -3.2919 2.3089 -3.0404 -1.10 -0.40 0.81
C 0.0458 -1.4535 -8.4387 -0.26 -0.16 0.02
F -3.2091 3.1197 -4.1069 0.63 -0.25 -0.15
O -1.5829 -0.6321 4.1598 0.02 -0.22 -0.03
O -4.4129 1.1203 -5.9175 -0.33 -0.63 0.78
Br -0.3209 2.7384 -5.2712 -0.12 0.04 -0.05
H 2.4444 2.1549 -10.6496 -0.06 -0.13 -0.07
C 2.5490 3.1358 -3.7470 -0.34 0.14 0.31
F -4.1199 2.9156 -2.1749 0.34 -0.05 0.21
C 0.0619 3.6567 0.4391 -0.12 -0.02 -0.03
C 0.8098 0.3815 -4.5095 2.02 -0.64 -0.18
H 2.1461 4.0083 -4.2904 0.24 -0.45 0.00
H 4.1136 1.8064 -10.1766 -0.05 -0.14 0.20
H 7.9690 4.7779 5.8415 -0.21 -0.06 0.10
H 8.5606 3.1289 5.5940 -0.07 -0.05 -0.13
N 0.2322 1.6092 -3.8467 -1.74 -1.20 0.21
H 1.9523 1.1300 -1.5216 -0.19 0.25 0.38
H -5.7644 -4.5232 5.0406 -0.16 -0.14 0.14
C 7.7655 3.8313 5.3464 0.30 0.19 -0.05
H -5.0029 -9.6916 7.4777 0.04 0.02 -0.14
H 4.2213 0.6790 4.2975 0.16 -0.05 0.01
C -1.9397 2.1327 -2.2710 0.06 1.49 -0.01
C 4.3961 0.6378 5.3728 -0.19 -0.28 -0.06
O 6.7262 1.5448 4.4950 -0.11 0.07 0.06
C 3.1585 1.3589 -10.4412 0.21 0.23 -0.26
O -4.4175 -7.9425 5.5607 -0.11 0.07 0.04
C 0.7585 3.7069 2.6454 0.14 0.20 0.14
```
Forces are in eV/Å.

- HOMO: -11.99 eV
- Largest force on an atom: 0.06538 Eh/bohr
- Total charge: +1
- Multiplicity: 1

---

(2)
Molecular formula: C23H38N2O6PtSSeSi2
Method: DFT, ωB97M-V/def2-TZVPD

```
74
Properties=species:S:1:pos:R:3:forces:R:3
H -2.7599 2.1494 4.3144 0.00 0.01 -0.02
H 3.5281 3.0077 -0.6892 0.00 0.00 0.01
Se -2.1581 -0.4028 2.7767 0.02 0.03 -0.01
H -0.1880 0.1529 -4.7439 0.00 0.00 -0.01
H -0.3400 3.0514 -2.5245 0.01 -0.01 -0.01
H 0.2374 -2.3656 -4.3702 0.01 0.01 0.00
H 1.8427 -1.7172 2.6205 -0.01 0.01 0.02
C 2.4206 1.1673 -0.7219 -0.05 -0.01 0.06
H 1.7628 4.2421 -1.9579 0.00 0.00 0.00
C -0.7441 0.1453 3.8715 -0.01 0.00 0.00
H -3.1001 0.7519 5.3423 0.00 0.01 0.00
H 2.5883 -0.2158 4.2249 0.02 -0.06 0.00
O 3.6498 -0.8141 -0.2518 -0.03 -0.02 0.03
C 1.6464 3.1976 -1.7086 0.01 0.00 0.00
H -5.0149 0.0882 -4.0537 0.00 0.00 0.00
C 1.5805 0.1321 4.4202 0.00 0.06 0.01
H -0.3563 -1.8303 -0.0813 -0.05 -0.05 0.00
C -1.0140 1.0619 4.9007 0.00 -0.01 0.01
C 0.0543 1.4925 5.6717 -0.01 0.00 0.01
O -2.4135 2.0000 1.9916 0.03 0.01 0.10
H 5.7390 -0.1057 1.2644 0.01 0.00 0.00
C 0.4142 -2.2958 -3.2940 0.01 0.02 0.00
C 0.8453 -1.2986 2.5071 0.02 -0.04 0.01
H 5.2854 0.8247 2.7105 0.00 0.00 0.00
C 0.5522 -0.3370 3.6214 0.01 0.00 -0.05
H 0.8942 -1.3339 -3.1018 -0.01 -0.03 -0.01
H -3.1028 -1.3912 -6.5440 0.00 0.00 0.00
C 3.3901 0.3392 0.0544 0.09 0.02 -0.12
C -1.1470 0.6391 -4.9317 0.00 -0.01 0.02
N 0.2845 1.2468 -1.7616 0.04 -0.01 -0.04
C 4.9119 0.1868 1.9133 0.01 0.00 -0.01
H -3.6269 -2.4829 -5.2585 0.00 0.00 0.00
H -0.1337 2.2008 6.4703 0.00 0.00 0.00
H 0.7845 -0.7843 1.5465 0.00 0.00 0.02
C 0.4820 2.5360 -2.0477 -0.02 0.01 0.00
Si -2.5926 -0.4033 -4.3346 -0.01 0.02 -0.01
H 3.4853 1.7259 1.5394 -0.01 0.03 0.00
H -4.3392 1.0241 -5.3894 0.00 0.00 0.00
H -3.3240 -1.3537 -2.2192 0.00 0.00 -0.02
H -1.9200 -2.3906 -5.7005 0.01 -0.02 0.00
H 2.1562 2.2260 7.0571 0.00 0.00 0.00
H 3.0169 0.7113 6.7559 0.00 0.00 0.00
C 1.3510 1.0487 5.4432 0.01 -0.01 -0.01
O -0.1236 2.6880 1.4833 0.04 -0.01 -0.02
H -1.1334 1.6089 -4.4292 0.00 0.01 0.01
C -4.1405 0.6568 -4.3795 0.00 0.00 0.00
C -1.9899 -4.1188 -2.8956 0.00 0.02 0.03
H -1.2282 0.8243 -6.0057 -0.01 -0.01 0.00
C -0.8235 -2.7171 -0.5133 0.02 0.00 0.01
H -4.0440 1.5213 -3.7180 0.00 0.00 0.00
O 4.3332 -0.9447 2.5126 0.01 0.03 0.03
C 1.2447 0.5689 -1.1392 0.01 0.02 0.03
H -1.3465 -4.9641 -2.6372 0.00 0.00 -0.01
O -0.9878 0.5386 0.6918 -0.05 0.00 0.01
H 0.1311 -2.1249 2.4791 -0.02 0.01 -0.01
H -2.4077 2.2099 6.0503 0.00 0.00 -0.01
C -2.8306 -1.8029 -5.5685 0.00 -0.01 0.01
O -1.7910 2.5304 -0.3080 -0.01 0.01 -0.01
H -0.1692 -3.5747 -0.3371 0.01 -0.01 0.00
H 3.2249 2.0693 5.6602 0.00 0.01 0.00
Si -1.1927 -2.5069 -2.3450 -0.01 -0.01 -0.01
H 4.1047 -1.5371 1.7827 0.01 -0.02 -0.02
H -2.9486 -4.2691 -2.3924 0.00 0.00 0.00
C -2.4000 1.5732 5.1675 0.01 -0.02 -0.01
C 2.6191 2.5107 -1.0041 0.02 0.02 -0.03
H -1.7569 -2.8899 0.0315 0.00 0.01 0.01
H 1.0544 -0.4731 -0.9227 0.01 -0.01 -0.01
H 1.1242 -3.0816 -3.0255 0.00 0.00 0.00
C -2.3289 -1.0485 -2.5892 0.05 -0.03 0.01
H -2.1695 -4.1521 -3.9698 0.00 0.01 -0.04
S -1.3097 2.0249 1.0091 -0.08 -0.06 0.00
N 3.9791 0.9564 1.1145 -0.04 -0.01 0.04
Pt -1.8178 0.5535 -1.4144 -0.05 0.05 -0.04
C 2.4963 1.5436 6.2799 0.00 0.00 0.00
```
Forces are in eV/Å.

- HOMO (alpha / beta): -8.10 / -8.64 eV
- Largest force on an atom: 0.00297 Eh/bohr
- Multiplicity: 5

---

(3)
Molecular formula: C23H38N3O4P
Method: DFT, ωB97M-V/def2-TZVPD

```
69
Properties=species:S:1:pos:R:3:forces:R:3
H -0.0558 3.1110 -0.0198 1.41 -0.73 0.24
H -1.5982 -1.2907 -2.5754 1.58 1.24 0.65
H 2.0971 5.7899 0.5736 -1.28 -0.54 -1.36
H 1.7437 6.0835 -1.2311 -0.75 -0.99 1.38
C -4.2621 -4.0031 1.0153 -0.21 -0.08 0.04
O -4.5666 -0.4348 0.7837 0.42 -0.57 0.41
H 1.8503 3.6119 -1.6929 1.15 0.45 1.02
H 5.3091 1.8223 0.1949 0.34 0.13 -1.78
H -1.7360 -3.4795 0.0161 -0.03 -0.01 -0.04
H -3.4234 -0.3935 3.7375 -0.09 -0.10 -0.13
C 2.3333 3.9870 -0.7238 -1.59 1.24 -0.17
C 5.7744 1.8785 -0.8545 0.81 -0.49 -0.34
H 0.5678 1.9069 1.2230 0.53 0.89 -1.71
H -4.9750 -4.9356 2.8100 0.08 0.02 -0.07
H 6.0352 4.0467 -2.4068 -0.82 -0.51 0.32
H 2.9885 -0.5803 -3.2590 -1.76 0.25 0.72
H -4.8511 -0.8251 4.6833 -0.03 -0.15 -0.12
H -3.6832 -3.3507 -1.5130 0.03 -0.09 0.32
H 6.1804 0.5296 -2.7020 -0.45 -0.07 1.72
C -3.6901 -2.6421 0.5565 0.64 -0.83 -0.12
C 1.9662 0.7512 -1.6487 -2.86 -1.49 -0.69
H 7.1158 -1.6804 0.8770 0.04 1.09 -0.57
O 7.4933 -1.3880 -1.5546 -3.08 3.39 2.49
H -3.2329 -4.8636 2.7069 -0.06 0.04 0.02
H -6.7252 -2.1517 3.6152 0.16 0.00 -0.02
N -4.0904 -1.5349 1.4414 -1.03 1.04 -0.72
H -6.7927 -1.0919 2.2139 0.26 -0.03 -0.08
C 5.8002 0.4556 -1.6243 0.11 -0.47 1.07
H -5.1593 -2.4918 -1.0701 0.13 0.15 0.08
C 1.9881 -0.3550 -2.7520 -3.43 0.94 2.00
O 2.1103 2.9740 0.2911 -0.33 0.50 -1.08
H -5.3209 -4.0606 0.7395 0.10 0.21 -0.09
C -4.0736 -2.5050 -0.9349 -0.18 0.49 0.17
H -1.7196 -1.7348 0.2773 -0.20 0.00 0.06
N 4.1292 2.5881 -3.3247 -0.92 4.15 0.04
H 2.9511 1.2630 -1.3854 -1.64 -0.78 -0.36
C 0.7977 2.3760 0.1859 -1.31 -1.66 0.41
H 4.3728 4.4002 0.2096 -0.86 -0.05 -1.70
P 4.9320 3.2393 -1.9096 -0.37 -0.66 0.04
H -4.6100 -3.2496 4.3326 -0.08 0.22 -0.11
C -0.6504 -0.6937 -2.3123 2.94 1.44 0.47
C 0.6807 1.1927 -0.8897 0.41 -2.66 -2.82
N 6.8753 -0.7056 0.6015 -1.77 -0.01 -2.06
H -1.6739 0.7205 -0.7011 1.85 -0.58 -0.94
H -4.9986 0.3134 3.3460 0.09 -0.19 -0.15
C -0.6788 0.4474 -1.2257 3.27 -1.02 -2.00
O 2.3717 4.1667 -4.2905 6.37 -3.63 2.07
C 3.8815 4.3931 -0.8449 0.08 -0.04 0.46
H 4.0001 5.4556 -1.2876 -0.32 -1.74 0.62
H -3.6586 -1.6001 -1.3864 -0.17 0.04 0.23
H 6.8868 2.1769 -0.6950 -1.88 -0.16 -0.36
H -6.5838 -2.8287 1.9966 0.12 0.03 0.00
C -2.1511 -2.6737 0.6336 0.32 -0.33 -0.14
C 0.6662 -1.0989 -3.1003 0.44 2.93 2.92
C -4.1297 -3.0295 3.3724 0.25 0.06 0.05
H 5.9893 -0.4504 1.0673 0.72 -0.03 -0.25
H -3.0862 -2.8016 3.6203 -0.11 0.22 -0.09
C -6.2980 -1.9781 2.6205 -0.28 0.07 -0.14
C -4.1436 -4.2884 2.5094 -0.01 -0.29 0.09
H -3.7808 -4.8212 0.4636 0.04 0.24 -0.07
H 4.7581 -0.0238 -1.6404 1.43 0.77 0.01
C 6.7623 -0.5984 -0.8602 2.72 -3.01 -1.37
C -4.7718 -1.7859 2.7168 0.24 -0.34 0.71
H -1.7943 -2.8307 1.6547 -0.14 0.03 0.00
C 3.4110 3.5351 -3.9523 -4.19 0.30 -0.20
H 0.6819 -1.9336 -3.8940 -0.23 1.56 1.51
C -4.4961 -0.6024 3.6708 -0.07 0.23 -0.13
H 0.4250 5.2011 -0.1450 1.71 0.34 -0.38
C 1.5354 5.3699 -0.3498 1.76 -0.40 0.01
```
Forces are in eV/Å.

- HOMO: -3.66 eV
- Largest force on an atom: 0.14821 Eh/bohr
- Multiplicity: 1